Formula: C11H16N2O
Source: the Open Molecules 2025 dataset
Level of theory: ωB97M-V/def2-TZVPD

Calculated values
ΔE to the lowest compared entry with this formula, charge and spin ... 484.5 kJ/mol
Net charge ... 0
Lowest unoccupied orbital energy ... -0.25 eV
Largest force on an atom ... 4.8 eV/Å
Gap between HOMO and LUMO ... 7.74 eV
Molecular weight ... 192.26 g mol⁻¹
Structure (SMILES) ... CC1(C)CC(O)=C[C@@](C)(N=C=C=N)C1
E_tot ... -613.3060 a.u.

Structure (XYZ):
```
30
C11H16N2O (ωB97M-V/def2-TZVPD)
C 0.739 -1.911 -1.263
C 0.030 -0.667 -0.676
C -0.886 -0.067 -1.708
C -0.565 -1.275 0.658
C -1.385 -0.159 1.244
O -2.659 -0.432 1.609
C -0.738 1.001 1.323
C 0.639 1.288 0.818
C 0.671 2.726 0.286
N 1.706 1.067 1.818
C 1.358 0.404 2.808
C 0.925 -0.376 3.723
N 0.958 -1.304 4.529
C 1.072 0.386 -0.392
H 1.191 -1.876 -2.238
H 0.105 -2.719 -1.523
H 1.500 -2.427 -0.687
H -1.700 -0.598 -1.964
H -0.393 0.353 -2.647
H -1.357 0.759 -1.360
H 0.361 -1.573 1.187
H -1.178 -2.254 0.489
H -3.031 0.368 1.884
H -1.205 1.956 1.825
H -0.069 3.485 0.834
H 0.323 2.790 -0.839
H 1.688 3.038 0.213
H 0.144 -1.796 4.904
H 1.191 0.933 -1.233
H 2.135 -0.101 -0.203
```

***

Formula: C11H16N2OS
Source: the Open Molecules 2025 dataset
Level of theory: ωB97M-V/def2-TZVPD

Calculated values
ΔE to the lowest compared entry with this formula, charge and spin ... 0.0 kJ/mol
Net charge ... 0
Lowest unoccupied orbital energy (alpha / beta) ... 0.79 / -1.56 eV
Largest force on an atom ... 4.6 eV/Å
Multiplicity ... 3
Gap between HOMO and LUMO (alpha / beta) ... 6.05 / 7.38 eV
Molecular weight ... 224.33 g mol⁻¹
E_tot ... -1011.4955 a.u.
Expectation value of S² ... 2.010

Structure (XYZ):
```
31
C11H16N2OS (ωB97M-V/def2-TZVPD)
C -1.613 2.746 -0.404
C -2.967 2.615 -0.311
C -0.849 1.548 -0.249
C -3.510 1.422 0.058
C -1.344 0.356 0.183
C -2.741 0.275 0.261
C -0.587 -1.868 -0.443
C 4.527 -0.208 -0.242
C 3.331 -0.146 0.764
C 2.079 -0.681 0.153
C 0.786 -0.478 0.998
N -0.437 -0.728 0.271
N -1.641 -1.994 -1.324
O -5.127 -0.818 0.090
S -3.744 -1.231 0.499
H -1.095 3.578 -0.910
H -3.650 3.466 -0.315
H 0.288 1.524 -0.330
H -4.626 1.373 -0.084
H 0.026 -2.696 -0.036
H 4.307 0.250 -1.279
H 5.487 0.091 0.216
H 4.767 -1.406 -0.348
H 3.819 -0.598 1.551
H 3.046 0.969 1.063
H 1.983 -0.197 -0.825
H 2.212 -1.702 -0.002
H 0.793 0.379 1.580
H 0.778 -1.203 1.707
H -1.786 -2.944 -1.389
H -2.515 -1.693 -0.902
```

***

Formula: C11H16N4
Source: the Open Molecules 2025 dataset
Level of theory: ωB97M-V/def2-TZVPD

Calculated values
ΔE to the lowest compared entry with this formula, charge and spin ... 59.9 kJ/mol
Net charge ... +2
Lowest unoccupied orbital energy ... -8.08 eV
Largest force on an atom ... 8.1 eV/Å
Gap between HOMO and LUMO ... 7.55 eV
Molecular weight ... 204.28 g mol⁻¹
Structure (SMILES) ... CC[C@]1(c2ccccc2)NC(=[NH2+])NC1=[NH2+]
E_tot ... -647.1309 a.u.

Structure (XYZ):
```
31
C11H16N4 (ωB97M-V/def2-TZVPD)
C -0.627 0.074 -2.908
C -0.080 -0.839 -1.915
C 0.022 -0.097 -0.563
C 0.190 -0.908 0.714
C 0.515 -0.221 1.917
C 0.655 -0.981 3.155
C 0.635 -2.366 3.055
C 0.374 -2.971 1.866
C 0.094 -2.281 0.698
N -1.186 0.604 -0.319
C -1.116 1.967 -0.133
N -2.081 2.873 0.010
N 0.244 2.243 -0.381
C 0.986 1.143 -0.568
N 2.239 1.114 -0.812
H -1.759 0.303 -2.731
H -0.647 -0.296 -4.003
H 0.044 0.937 -2.816
H 0.816 -1.214 -2.245
H -0.767 -1.587 -1.689
H 0.533 0.857 1.905
H 0.894 -0.425 4.003
H 0.836 -3.021 3.904
H -0.007 -3.934 2.103
H -0.144 -2.756 -0.215
H -2.096 0.186 -0.223
H -1.997 3.816 0.083
H -3.052 2.335 0.265
H 0.745 3.200 -0.243
H 2.870 0.303 -0.746
H 2.868 1.940 -1.168
```

***

Formula: C11H16NO3
Source: the Open Molecules 2025 dataset
Level of theory: ωB97M-V/def2-TZVPD

Calculated values
ΔE to the lowest compared entry with this formula, charge and spin ... 284.3 kJ/mol
Net charge ... +1
Lowest unoccupied orbital energy ... -4.18 eV
Largest force on an atom ... 3.6 eV/Å
Gap between HOMO and LUMO ... 7.61 eV
Molecular weight ... 210.25 g mol⁻¹
E_tot ... -708.8872 a.u.

Structure (XYZ):
```
31
C11H16NO3 (ωB97M-V/def2-TZVPD)
C -3.906 0.692 0.696
C -2.517 0.900 0.723
C -4.114 -0.357 -0.159
C -1.971 -0.038 -0.135
C 0.445 -2.835 0.138
C -0.619 -0.330 -0.508
C 0.242 -1.643 0.978
C 1.691 0.141 0.409
C 2.333 1.291 1.172
C 2.632 -0.440 -0.625
C 0.633 1.462 -1.532
N 0.372 0.702 -0.297
O 1.337 -3.033 -0.644
O -2.957 -0.800 -0.658
O 1.185 -0.730 1.357
H -4.650 1.242 1.232
H -2.008 1.647 1.302
H -5.011 -0.851 -0.474
H -0.391 -3.549 0.257
H -0.481 -0.918 -1.406
H -0.497 -1.762 1.764
H 3.240 0.925 1.647
H 1.673 1.653 1.957
H 2.611 2.110 0.513
H 3.114 0.345 -1.200
H 2.155 -1.155 -1.288
H 3.408 -0.982 -0.088
H 1.389 2.224 -1.358
H 0.969 0.792 -2.321
H -0.287 1.949 -1.855
H -0.019 1.346 0.402
```